Computed, not measured: a single C6H11NS molecule, with ωB97M-V/def2-TZVPD.

The geometry in XYZ format:
```
19
Properties=species:S:1:pos:R:3:forces:R:3
N -0.897 2.501 0.902 -2.176 6.229 2.121
C -0.686 1.317 0.267 0.705 -1.391 -0.583
C 0.326 1.485 -0.940 -1.472 0.759 -0.929
C 0.884 0.122 -0.599 4.694 0.945 1.976
S 0.519 -1.425 -1.239 -2.271 -2.437 0.525
C -0.553 -2.089 0.256 -0.411 6.341 -0.189
C -0.161 -1.007 1.482 -0.066 -1.410 -2.949
C 0.258 0.330 0.942 3.962 -1.160 -1.339
H -1.309 3.362 0.358 1.130 -2.752 1.111
H -1.192 2.645 1.902 0.378 -1.046 -1.647
H -1.603 0.649 0.078 0.813 1.029 -0.718
H -0.197 1.774 -1.857 -0.053 -1.032 -0.436
H 1.135 2.292 -0.982 -1.108 -0.995 1.398
H 2.108 0.073 -0.690 -2.835 0.708 0.526
H -1.658 -1.991 0.085 1.123 -0.096 -0.198
H -0.312 -3.043 0.449 1.064 -3.358 0.713
H -1.069 -0.729 1.895 -1.963 -0.416 1.828
H 0.592 -1.398 2.154 -0.233 -0.208 0.154
H 1.064 0.704 1.672 -1.280 0.290 -1.367
```
Positions in Å, forces in eV/Å.

- max |F| (hartree/bohr) = 0.1348
- structure (SMILES) = N[C@H]1C[C@@H]2SCC[C@@H]21
- HOMO energy (eV) = -8.1
- energy above the lowest of the compared OMol25 structures with the same formula, charge and spin (eV) = 2.9478


Computed, not measured: 11 unconnected molecules or ions with the total composition C20H42Cl20N3O, with ωB97M-V/def2-TZVPD.

The geometry in XYZ format:
```
86
Properties=species:S:1:pos:R:3:forces:R:3
N 2.690 0.754 1.036 -0.887 -0.364 -0.733
C 1.915 0.151 0.199 1.290 0.620 0.440
N 0.514 0.257 0.389 0.029 -0.304 0.382
N 2.464 -0.548 -0.910 -1.182 0.271 0.560
C 1.614 -1.432 -1.709 1.041 -0.347 -0.041
C 2.290 -1.592 -3.079 -0.576 -0.118 0.239
C 1.722 -0.625 -4.119 0.066 -0.219 -0.560
C 2.814 0.124 -4.902 0.379 -0.058 0.624
C 3.842 0.917 -4.073 -0.767 0.456 -0.272
C 3.518 2.424 -4.014 0.697 -0.266 0.399
C 2.684 2.929 -2.816 -0.326 -0.353 -0.203
C 1.163 2.889 -3.098 0.695 0.855 0.072
C 0.607 4.302 -3.340 -0.121 -1.166 -0.126
O -0.490 4.284 -4.270 -0.055 0.213 -0.220
H 3.650 0.602 0.727 -0.065 0.019 0.026
H -0.008 -0.579 0.167 0.070 0.184 -0.252
H 0.128 1.064 -0.081 0.001 0.020 -0.061
H 2.964 0.103 -1.512 0.188 -0.056 -0.024
H 1.590 -2.409 -1.215 -0.140 -0.019 0.170
H 0.588 -1.084 -1.824 -0.119 0.131 -0.064
H 2.173 -2.631 -3.383 -0.077 -0.060 -0.251
H 3.358 -1.438 -2.961 0.160 0.066 0.056
H 1.027 0.070 -3.650 0.076 0.222 0.194
H 1.115 -1.206 -4.825 -0.153 -0.029 -0.051
H 3.310 -0.639 -5.516 -0.004 -0.097 -0.194
H 2.321 0.802 -5.603 -0.028 0.063 -0.228
H 3.829 0.574 -3.028 0.208 -0.183 0.019
H 3.025 2.728 -4.944 -0.054 0.143 -0.173
H 4.461 2.986 -3.985 0.057 0.177 -0.068
H 3.007 3.933 -2.532 -0.218 0.141 0.117
H 2.884 2.297 -1.951 0.226 -0.049 0.087
H 1.013 2.337 -4.022 -0.141 -0.415 0.047
H 0.657 2.412 -2.264 -0.430 -0.188 -0.107
H 0.199 4.674 -2.409 0.123 0.517 -0.105
H 1.418 4.915 -3.722 -0.041 0.371 0.045
H -0.150 3.874 -5.077 -0.088 -0.015 0.169
C -2.720 -2.535 1.548 -0.010 -0.056 0.039
Cl -3.050 -0.843 1.938 -0.023 -0.012 0.035
Cl -1.304 -2.717 0.510 -0.019 -0.147 -0.041
H -2.538 -3.075 2.470 0.054 0.024 0.003
H -3.579 -2.946 1.032 -0.003 0.055 -0.060
C -1.690 -3.789 5.333 0.070 0.132 0.055
Cl -2.978 -4.848 4.731 0.004 0.040 0.014
Cl -0.269 -3.833 4.290 -0.021 0.028 -0.005
H -2.067 -2.773 5.365 -0.024 0.003 -0.068
H -1.406 -4.119 6.325 -0.009 -0.083 -0.016
C -5.992 -5.257 6.571 -0.049 -0.015 0.012
Cl -5.832 -3.772 7.525 0.045 0.065 -0.071
Cl -7.476 -6.131 6.969 0.021 -0.024 -0.026
H -6.012 -4.994 5.521 -0.039 0.059 0.003
H -5.146 -5.895 6.780 -0.020 0.063 0.095
C -2.485 6.749 -5.493 0.075 -0.202 0.086
Cl -3.024 6.832 -7.179 -0.031 -0.007 -0.009
Cl -1.517 8.155 -5.038 0.018 0.068 0.028
H -3.358 6.712 -4.854 -0.042 0.073 -0.032
H -1.876 5.861 -5.357 0.055 0.029 0.016
C 3.074 7.882 -2.655 0.013 0.029 -0.082
Cl 3.834 6.396 -3.227 0.110 0.141 -0.039
Cl 2.056 7.604 -1.236 -0.037 0.007 0.024
H 3.847 8.593 -2.387 0.039 -0.047 0.048
H 2.457 8.280 -3.453 -0.073 -0.051 0.019
C -5.465 -4.260 11.265 0.027 0.027 -0.038
Cl -5.691 -5.994 11.530 0.034 -0.023 -0.029
Cl -6.591 -3.293 12.226 0.016 0.033 -0.008
H -4.454 -3.996 11.549 -0.008 -0.021 0.076
H -5.636 -4.051 10.216 -0.072 -0.031 0.014
C -4.525 -8.542 3.912 -0.028 -0.051 -0.039
Cl -4.903 -7.197 2.830 -0.017 -0.014 -0.011
Cl -4.234 -7.997 5.569 0.053 -0.271 -0.012
H -5.366 -9.225 3.919 -0.052 0.048 0.031
H -3.633 -9.040 3.551 0.057 0.080 0.006
C 0.131 4.423 1.717 0.047 -0.167 -0.001
Cl -0.318 4.476 0.007 -0.055 -0.084 0.183
Cl 1.078 5.845 2.180 0.005 0.009 0.068
H -0.774 4.402 2.312 -0.018 0.070 -0.022
H 0.726 3.532 1.891 0.076 0.041 -0.078
C 6.253 2.004 1.971 0.007 -0.121 -0.060
Cl 5.881 1.766 0.263 0.157 0.038 -0.064
Cl 5.463 3.438 2.636 -0.005 0.061 0.067
H 5.912 1.136 2.523 -0.096 0.027 -0.002
H 7.325 2.124 2.075 0.006 0.057 -0.022
C -0.440 -4.770 -4.440 0.005 -0.087 0.015
Cl -0.873 -3.481 -5.565 -0.013 -0.001 -0.020
Cl -0.235 -4.183 -2.785 -0.078 -0.064 -0.021
H -1.234 -5.507 -4.445 -0.037 0.026 0.027
H 0.493 -5.214 -4.764 0.051 0.085 0.003
```
Positions in Å, forces in eV/Å.

- max |F| (hartree/bohr) = 0.0291
- HOMO energy (eV) = -1.3
- total charge = -1


Computed, not measured: a molecular structure, C11H14AuNO3SSe2, with ωB97M-V/def2-TZVPD.

The geometry in XYZ format:
```
33
Properties=species:S:1:pos:R:3:forces:R:3
Au -0.253 -0.921 0.025 -0.938 0.387 0.367
O -1.087 1.367 -1.157 0.124 -0.232 -0.221
C -0.224 1.767 -0.378 0.034 0.339 0.258
O 0.280 1.052 0.565 0.557 -0.096 -0.146
C 0.378 3.138 -0.554 -0.253 -0.100 -0.083
C 0.276 4.108 0.424 0.119 0.016 0.110
C 0.800 5.383 0.218 -0.035 -0.040 0.044
C 1.448 5.705 -0.962 0.010 -0.050 -0.072
C 1.572 4.748 -1.959 0.028 0.112 -0.006
C 1.027 3.489 -1.743 0.020 -0.028 -0.225
S 1.122 2.454 -3.176 -0.164 0.249 0.056
H -0.218 3.868 1.355 0.007 0.000 0.004
H 0.699 6.129 0.995 -0.008 -0.004 0.002
H 1.857 6.694 -1.113 0.007 -0.003 -0.011
H 2.074 4.986 -2.890 0.025 0.012 0.021
C 1.189 -3.041 2.605 0.015 0.081 -0.021
Se -0.204 -1.695 2.467 0.001 -0.126 0.245
C -1.745 -2.899 2.315 0.110 -0.002 -0.059
C -1.707 -3.744 1.059 0.007 -0.031 0.046
Se -1.850 -2.656 -0.565 0.071 -0.397 -0.102
C -1.107 -3.957 -1.809 0.034 0.108 0.020
H 1.039 -3.551 3.555 0.002 -0.007 -0.003
H 2.140 -2.514 2.614 -0.001 0.004 0.003
H 1.151 -3.738 1.775 0.016 0.006 -0.006
H -2.625 -2.261 2.390 -0.017 -0.016 -0.047
H -1.714 -3.538 3.198 0.009 0.024 0.020
H -2.534 -4.453 1.041 -0.049 0.052 -0.009
H -0.775 -4.300 0.984 -0.040 -0.070 -0.026
H -1.823 -4.771 -1.890 -0.012 0.006 0.017
H -0.146 -4.309 -1.447 0.005 -0.006 -0.017
H -1.005 -3.458 -2.768 0.003 -0.014 -0.006
O 0.898 -0.108 -2.688 0.229 0.005 -0.534
N 1.066 1.025 -2.486 0.085 -0.180 0.380
```
Positions in Å, forces in eV/Å.

- max |F| (hartree/bohr) = 0.0210
- ⟨S²⟩ = 2.03
- spin multiplicity = 3
- HOMO energy (alpha / beta) (eV) = -15.0 / -15.6
- total charge = +2
- energy above the lowest of the compared OMol25 structures with the same formula, charge and spin (eV) = 0.2423


Computed, not measured: a molecular structure, C24H25CrN5O4S, with ωB97M-V/def2-TZVPD.

The geometry in XYZ format:
```
60
Properties=species:S:1:pos:R:3:forces:R:3
Cr 0.786 -0.296 -0.760 0.990 0.048 0.105
C 2.970 -4.063 -0.715 0.031 -0.067 -0.005
C 2.649 -2.699 -0.662 -0.061 0.109 -0.018
N 1.414 -2.254 -0.758 -0.053 -0.532 -0.116
C 0.401 -3.150 -0.975 0.002 -0.087 -0.030
C 0.642 -4.535 -1.061 -0.033 0.104 -0.002
C 1.973 -4.977 -0.900 0.028 0.059 -0.011
C -0.434 -5.403 -1.352 -0.031 -0.029 -0.013
C -1.674 -4.886 -1.584 0.054 -0.095 0.005
C -1.919 -3.500 -1.498 -0.003 0.073 -0.021
C -0.910 -2.634 -1.174 -0.067 0.096 -0.071
N -1.004 -1.219 -1.001 -0.438 -0.440 -0.777
C -2.075 -0.370 -1.416 0.075 -0.087 0.022
C -3.412 -0.663 -1.429 0.055 -0.023 0.057
C -4.348 0.312 -1.834 -0.029 0.074 -0.031
C -3.955 1.574 -2.175 -0.068 -0.023 0.001
C -2.590 1.931 -2.099 0.086 -0.084 0.038
C -2.095 3.223 -2.381 0.093 0.009 0.007
C -0.754 3.472 -2.283 -0.100 0.061 -0.041
C 0.107 2.441 -1.879 0.107 -0.082 0.000
N -0.326 1.235 -1.585 -0.205 0.195 -0.097
C -1.655 0.953 -1.711 -0.116 0.087 -0.071
H 4.004 -4.363 -0.622 -0.002 -0.004 0.004
H 3.424 -1.952 -0.555 0.026 0.027 0.050
H 2.190 -6.036 -0.954 -0.001 -0.004 0.005
H -0.252 -6.467 -1.413 -0.006 0.001 -0.007
H -2.494 -5.544 -1.837 -0.009 0.011 -0.003
H -2.911 -3.148 -1.722 0.017 -0.004 0.017
H -3.779 -1.623 -1.106 -0.004 0.010 -0.003
H -5.395 0.045 -1.866 0.000 0.001 0.008
H -4.679 2.313 -2.491 0.004 0.008 0.015
H -2.785 4.005 -2.674 -0.008 -0.011 -0.020
H -0.344 4.446 -2.506 0.009 -0.009 -0.012
H 1.175 2.597 -1.802 -0.005 0.003 0.048
N 2.672 0.015 0.829 -0.376 0.334 0.045
N 3.768 0.389 0.032 0.113 -0.193 -0.111
C 3.481 0.727 -1.305 -0.086 0.154 0.514
O 4.280 1.333 -1.973 0.033 -0.090 -0.072
O 2.293 0.325 -1.666 0.297 0.288 -0.958
H 2.229 0.814 1.287 0.112 -0.030 0.096
H 2.965 -0.662 1.521 -0.071 -0.079 -0.051
H 4.503 0.932 0.461 -0.066 0.068 -0.026
C 1.216 3.964 3.178 -0.015 0.002 -0.010
C -0.105 3.977 2.429 -0.017 -0.246 -0.052
S -0.663 2.340 1.864 -0.012 0.263 0.154
O 0.514 1.754 1.126 0.158 0.059 0.102
C -0.798 1.473 3.476 0.029 0.006 -0.180
C 0.404 0.598 3.784 0.025 0.034 0.004
H 1.623 4.973 3.220 -0.007 0.001 0.022
H 1.940 3.333 2.664 0.007 0.015 -0.002
H 1.098 3.611 4.202 0.009 -0.035 -0.001
H -0.030 4.549 1.503 -0.041 0.009 -0.001
H -0.928 4.384 3.018 -0.012 0.033 -0.028
H -1.696 0.864 3.384 -0.013 0.015 0.026
H -0.969 2.239 4.232 -0.024 -0.012 0.020
H 0.590 -0.087 2.959 0.015 0.004 0.054
H 0.190 0.005 4.674 0.006 0.000 0.004
H 1.303 1.181 3.971 0.021 0.025 -0.014
O -1.261 -0.982 1.418 0.099 -0.026 -0.339
C -0.561 -0.810 0.494 -0.519 0.005 1.771
```
Positions in Å, forces in eV/Å.

- max |F| (hartree/bohr) = 0.0359
- ⟨S²⟩ = 3.80
- spin multiplicity = 4
- HOMO energy (alpha / beta) (eV) = -11.0 / -11.2
- total charge = +1
- energy above the lowest of the compared OMol25 structures with the same formula, charge and spin (eV) = 1.9523


Computed, not measured: a single C26H21FN4O3 molecule, with ωB97M-V/def2-TZVPD.

The geometry in XYZ format:
```
55
Properties=species:S:1:pos:R:3:forces:R:3
C -5.504 -0.491 -0.439 0.053 -0.008 -0.063
C -4.484 0.585 -0.495 0.240 0.009 0.273
N -4.592 1.677 -1.282 0.057 -0.321 0.187
N -3.545 2.497 -1.168 0.341 0.422 0.000
C -2.711 1.943 -0.290 -0.486 -0.494 -0.004
C -1.433 2.531 0.065 0.184 0.218 -0.038
C -0.735 2.086 1.186 -0.057 0.132 -0.137
C 0.518 2.565 1.500 0.301 0.084 0.199
C 1.128 3.504 0.669 -0.328 0.030 -0.244
O 2.374 4.018 0.857 -0.260 0.288 -0.087
C 3.323 3.264 1.600 0.090 -0.333 0.124
C 3.709 2.007 0.888 -0.147 -0.018 0.068
C 4.821 1.817 0.042 -0.367 -0.168 0.232
N 4.827 0.608 -0.471 0.609 -0.150 -0.558
N 3.736 -0.004 -0.002 -0.164 0.809 0.450
C 3.435 -1.316 -0.377 -0.049 -0.877 -0.336
C 2.167 -1.853 -0.182 0.136 0.210 0.041
C 1.910 -3.159 -0.560 0.037 -0.084 0.006
C 2.904 -3.931 -1.139 -0.032 -0.093 -0.031
C 4.162 -3.389 -1.346 -0.089 -0.016 0.019
C 4.432 -2.089 -0.968 0.008 0.173 0.080
C 3.035 0.807 0.825 0.212 0.165 0.082
C 0.424 3.998 -0.424 0.122 0.036 0.060
C -0.852 3.544 -0.725 0.135 -0.181 0.242
O -1.477 4.078 -1.790 0.033 0.024 -0.027
C -3.271 0.718 0.160 -0.512 0.201 -0.516
O -2.746 -0.148 1.088 -0.203 0.188 0.179
C -2.396 -1.398 0.683 0.218 -0.516 -0.102
C -2.288 -1.803 -0.643 -0.031 0.241 0.131
C -1.919 -3.099 -0.954 0.017 -0.139 -0.013
C -1.645 -4.015 0.046 -0.046 -0.018 -0.044
C -1.727 -3.627 1.374 -0.047 0.159 0.023
C -2.096 -2.334 1.678 -0.056 0.175 0.066
F -2.176 -1.959 2.972 -0.007 0.012 -0.240
H -6.505 -0.072 -0.516 -0.089 -0.037 0.037
H -5.363 -1.202 -1.255 -0.025 -0.058 0.013
H -5.417 -1.031 0.500 -0.045 -0.034 0.027
H -5.357 1.925 -1.889 0.124 -0.031 0.085
H -1.194 1.354 1.833 -0.008 -0.046 0.037
H 1.006 2.213 2.394 0.069 -0.047 0.065
H 4.190 3.926 1.677 -0.140 -0.113 0.080
H 2.954 3.049 2.610 0.059 0.135 -0.121
H 5.602 2.512 -0.193 0.207 0.141 -0.086
H 1.374 -1.261 0.247 -0.087 0.094 0.036
H 0.924 -3.568 -0.403 -0.043 0.001 0.006
H 2.696 -4.949 -1.431 -0.020 -0.092 -0.032
H 4.939 -3.985 -1.803 0.076 -0.034 -0.034
H 5.403 -1.646 -1.122 0.062 -0.004 -0.013
H 2.143 0.482 1.317 -0.155 -0.087 0.052
H 0.875 4.750 -1.050 0.078 0.090 -0.103
H -2.373 3.691 -1.852 0.002 0.042 -0.036
H -2.486 -1.090 -1.429 -0.028 0.073 -0.042
H -1.842 -3.390 -1.991 0.009 -0.020 -0.092
H -1.367 -5.028 -0.201 0.035 -0.093 -0.019
H -1.510 -4.312 2.177 0.009 -0.040 0.117
```
Positions in Å, forces in eV/Å.

- max |F| (hartree/bohr) = 0.0183
- structure (SMILES) = Cc1[nH]nc(-c2ccc(OCc3cnn(-c4ccccc4)c3)cc2O)c1Oc1ccccc1F
- HOMO energy (eV) = -7.9
- energy above the lowest of the compared OMol25 structures with the same formula, charge and spin (eV) = 0.0906


- The lowest max |F| belongs to which entry?
  C26H21FN4O3